Run a
A 7-piece molecular cluster, C14H42O7 overall, computed with wB97M-V/def2-TZVPD.

The geometry in ORCA input format:
```
! RIJCOSX wB97M-V def2-TZVPD def2/J DEFGRID3
* xyz 0 1
C 3.81 -14.58 -23.76
C 4.93 -15.61 -23.88
O 4.98 -16.24 -22.64
H 4.06 -13.73 -23.13
H 2.90 -15.04 -23.35
H 3.57 -14.23 -24.77
H 5.82 -15.13 -24.29
H 4.71 -16.40 -24.59
H 5.34 -15.59 -22.03
C 3.94 -17.79 -15.48
C 5.23 -17.57 -14.68
O 5.37 -16.19 -14.36
H 3.97 -17.10 -16.32
H 3.09 -17.52 -14.85
H 3.86 -18.81 -15.87
H 6.13 -17.89 -15.21
H 5.33 -18.09 -13.73
H 5.71 -16.09 -13.47
C 5.86 -21.51 -22.87
C 7.15 -21.16 -22.08
O 8.19 -21.89 -22.66
H 4.96 -21.01 -22.51
H 5.74 -22.59 -22.83
H 5.92 -21.29 -23.94
H 7.09 -21.52 -21.05
H 7.33 -20.09 -22.05
H 8.95 -21.66 -22.12
C 5.69 -21.22 -17.80
C 6.62 -21.81 -16.77
O 7.06 -20.73 -15.97
H 6.18 -20.48 -18.44
H 4.82 -20.73 -17.37
H 5.27 -21.99 -18.45
H 7.45 -22.38 -17.19
H 6.09 -22.55 -16.17
H 7.70 -21.08 -15.34
C 2.80 -19.68 -26.04
C 3.31 -19.09 -24.69
O 2.91 -19.90 -23.60
H 3.19 -19.14 -26.90
H 1.72 -19.58 -26.16
H 3.14 -20.71 -26.11
H 3.06 -18.03 -24.57
H 4.40 -19.10 -24.81
H 3.13 -19.52 -22.74
C 1.68 -15.89 -20.07
C 0.95 -16.66 -21.14
O -0.36 -16.10 -21.29
H 2.73 -16.19 -20.01
H 1.34 -16.05 -19.04
H 1.70 -14.83 -20.30
H 0.92 -17.74 -21.00
H 1.56 -16.64 -22.04
H -0.59 -16.19 -22.22
C 3.23 -19.18 -19.27
C 4.36 -18.67 -20.15
O 3.96 -18.53 -21.47
H 3.35 -18.96 -18.21
H 3.04 -20.25 -19.36
H 2.29 -18.69 -19.53
H 5.23 -19.32 -20.10
H 4.73 -17.70 -19.80
H 4.39 -17.75 -21.81
*
```

Properties
SMILES	CCO.CCO.CCO.CCO.CCO.CCO.CCO
E_HOMO	-9.615	eV
HOMO-LUMO gap	10.012	eV
LUMO energy	0.40	eV



Run b
A 7-piece molecular cluster, C14H42O7 overall, computed with wB97M-V/def2-TZVPD.

The geometry in ORCA input format:
```
! RIJCOSX wB97M-V def2-TZVPD def2/J DEFGRID3
* xyz 0 1
C -4.52 -10.99 0.32
C -5.19 -11.12 -1.07
O -5.21 -12.51 -1.48
H -3.59 -11.54 0.25
H -5.18 -11.28 1.08
H -4.28 -9.96 0.55
H -4.50 -10.68 -1.83
H -6.16 -10.57 -1.08
H -5.74 -13.02 -0.90
C -6.53 -15.19 -2.43
C -7.68 -15.14 -1.38
O -7.17 -15.00 -0.02
H -6.01 -14.19 -2.39
H -6.89 -15.27 -3.43
H -5.74 -15.94 -2.22
H -8.25 -16.01 -1.57
H -8.34 -14.31 -1.48
H -6.59 -15.74 0.19
C -10.84 -16.67 2.92
C -9.55 -16.56 2.16
O -8.50 -16.86 3.08
H -10.87 -15.99 3.78
H -10.91 -17.70 3.30
H -11.68 -16.38 2.29
H -9.30 -15.60 1.67
H -9.58 -17.22 1.29
H -7.61 -16.98 2.65
C -5.98 -19.71 -0.39
C -4.95 -18.88 0.47
O -5.46 -17.51 0.74
H -5.59 -20.75 -0.53
H -6.05 -19.18 -1.34
H -6.89 -19.76 0.15
H -4.04 -18.82 -0.05
H -4.86 -19.39 1.52
H -4.90 -17.12 1.41
C -8.34 -18.09 6.75
C -7.16 -18.33 5.88
O -6.55 -17.10 5.53
H -8.84 -19.01 6.97
H -9.08 -17.52 6.21
H -8.19 -17.50 7.69
H -7.51 -18.86 4.97
H -6.40 -18.91 6.38
H -7.29 -16.58 5.23
C -7.88 -13.98 5.39
C -8.68 -12.66 5.65
O -9.67 -12.39 4.62
H -7.21 -14.19 6.20
H -7.27 -13.91 4.47
H -8.56 -14.83 5.30
H -8.00 -11.80 5.60
H -9.13 -12.67 6.68
H -10.49 -12.80 4.89
C -4.39 -14.16 2.60
C -3.97 -15.29 3.57
O -4.71 -16.47 3.23
H -4.03 -13.15 2.94
H -5.44 -14.14 2.49
H -3.91 -14.40 1.65
H -4.25 -15.05 4.60
H -2.89 -15.59 3.63
H -5.14 -16.85 4.03
*
```

Properties
SMILES	CCO.CCO.CCO.CCO.CCO.CCO.CCO
E_HOMO	-9.914	eV
HOMO-LUMO gap	10.665	eV
LUMO energy	0.75	eV



Top of the stability list: run b, leading by 3.8 kcal/mol.